{"formula": "C20H61N3O13", "method": "ωB97M-V with the def2-TZVPD basis set", "total_energy_ev": -52809.6183, "total_charge": -3, "s2": 0.751, "orbital_gap_ha": [0.0395, 0.2272], "multiplicity": 2, "species": ["C", "O", "O", "O", "C", "C", "C", "O", "C", "N", "H", "H", "H", "H", "H", "H", "H", "H", "H", "H", "H", "C", "C", "C", "O", "C", "N", "H", "H", "H", "H", "H", "H", "H", "H", "H", "H", "H", "C", "C", "C", "O", "C", "N", "H", "H", "H", "H", "H", "H", "H", "H", "H", "H", "H", "C", "O", "H", "H", "H", "H", "C", "O", "H", "H", "H", "H", "C", "O", "H", "H", "H", "H", "C", "O", "H", "H", "H", "H", "C", "O", "H", "H", "H", "H", "C", "O", "H", "H", "H", "H", "C", "O", "H", "H", "H", "H"], "xyz": [[0.1324, 0.4966, 0.9922], [-0.9130, -0.0113, 1.4185], [0.1444, 1.0064, -0.1246], [1.1956, 0.3234, 1.6397], [-1.3159, 2.0565, -4.4899], [-2.1152, 1.6265, -3.2449], [-3.6680, 1.5222, -3.3762], [-4.3408, 2.6061, -3.9269], [-4.6163, 3.5399, -2.8463], [-1.4850, 0.3529, -2.8578], [-0.2360, 2.0380, -4.3428], [-1.4887, 3.1212, -4.6471], [-1.5778, 1.3818, -5.3049], [-1.9209, 2.3055, -2.4146], [-4.0742, 1.0317, -2.4915], [-3.8824, 0.7278, -4.0911], [-5.0180, 3.0663, -1.9505], [-5.3817, 4.1717, -3.2970], [-3.7660, 4.1542, -2.5503], [-1.5643, 0.3436, -1.8510], [-0.4754, 0.3796, -2.8720], [1.4704, -1.9303, -2.3640], [2.2471, -1.8463, -1.0310], [3.4180, -2.8234, -0.9327], [2.9850, -4.1643, -0.8360], [4.0564, -5.0252, -0.5265], [2.5830, -0.4381, -0.8203], [0.5451, -1.3542, -2.3716], [1.1882, -2.9422, -2.6547], [2.1205, -1.5299, -3.1419], [1.4299, -1.9334, -0.3149], [3.9376, -2.6400, 0.0078], [4.1754, -2.7068, -1.7079], [3.6890, -6.0420, -0.6657], [4.4284, -5.0567, 0.4976], [4.9043, -4.8749, -1.1947], [1.7689, 0.1378, -0.9805], [2.6367, -0.3792, 0.1865], [-1.2049, -4.6369, 0.3578], [-1.5904, -3.1302, 0.2417], [-2.8297, -3.0156, -0.6739], [-2.7019, -3.7997, -1.8517], [-2.3110, -3.0775, -2.9989], [-1.8322, -2.5815, 1.5265], [-1.9159, -5.1153, 1.0315], [-0.2195, -4.6647, 0.8228], [-1.2699, -5.1391, -0.6074], [-0.8266, -2.5033, -0.2185], [-3.1716, -1.9988, -0.8672], [-3.6468, -3.4784, -0.1205], [-2.0247, -3.8510, -3.7115], [-1.4721, -2.4151, -2.7853], [-3.1291, -2.4665, -3.3803], [-1.0165, -2.7527, 2.0970], [-1.7597, -1.5845, 1.3821], [-0.0013, 4.1434, -0.9082], [0.6652, 3.1231, -1.6669], [0.4869, 4.2628, 0.0590], [0.0026, 5.1535, -1.3177], [-1.0458, 3.8592, -0.7801], [0.5585, 2.2861, -1.2092], [1.6922, -2.9696, 2.6496], [0.7839, -2.0783, 3.2625], [1.3179, -3.4625, 1.7524], [2.6202, -2.4908, 2.3367], [2.0432, -3.6958, 3.3828], [0.5638, -1.2973, 2.7493], [-0.4378, 0.8156, 5.0077], [-1.5382, 0.8766, 4.0888], [0.0500, 1.7882, 5.0723], [-0.7644, 0.5863, 6.0221], [0.2263, -0.0082, 4.7461], [-1.3517, 0.4734, 3.2378], [0.9193, 3.6208, 2.9452], [0.5030, 4.8625, 2.5866], [1.5173, 3.1309, 2.1767], [1.4569, 3.9016, 3.8508], [0.0824, 2.9444, 3.1189], [-0.4186, 4.8033, 2.3245], [3.5844, 2.9052, 0.1066], [3.0932, 4.0403, -0.5721], [4.1289, 2.2889, -0.6088], [4.4034, 3.1158, 0.7944], [2.8175, 2.2534, 0.5250], [2.2450, 3.8966, -0.9982], [3.9807, 1.4549, 3.3872], [3.6534, 0.2749, 2.7985], [3.1665, 2.0499, 3.8007], [4.5387, 1.2003, 4.2882], [4.7513, 1.9917, 2.8339], [2.7658, 0.3600, 2.4429], [-3.8837, 0.7910, 1.3303], [-3.0189, 1.4331, 0.4385], [-4.9255, 1.0649, 1.1638], [-3.7786, -0.2586, 1.0556], [-3.5934, 0.9825, 2.3633], [-2.1551, 1.0459, 0.5979]], "atomic_forces_ev_per_a": [[1.9, -1.2, 0.5], [-4.0, -0.8, 2.0], [-0.2, 2.6, -4.1], [2.1, 0.1, 1.8], [-0.8, 0.8, 0.6], [1.4, 0.2, 0.1], [1.7, -2.9, -1.8], [-0.2, 1.4, 2.4], [-0.6, 0.3, -1.4], [-1.3, -0.6, 0.9], [-0.1, -0.5, 0.4], [-0.4, 0.0, -0.8], [-0.1, 0.4, -0.3], [0.0, 0.6, -0.1], [-0.2, 0.9, 0.7], [0.4, -0.3, -0.5], [0.0, -0.3, -0.1], [-0.1, 0.4, 0.3], [0.3, -0.1, -0.2], [-0.4, -0.6, 0.7], [0.2, 0.6, -0.8], [0.7, -0.4, -0.3], [-2.2, 0.7, -1.2], [-0.4, 0.2, 1.5], [-0.1, 0.4, 0.0], [-0.3, -1.4, -0.6], [1.9, -0.3, -0.2], [0.1, 0.2, 0.4], [0.2, -0.2, 0.2], [0.0, 0.1, -0.3], [0.3, -1.6, 0.7], [0.3, 0.5, 0.2], [-0.1, 0.2, -0.5], [0.0, -0.1, -0.3], [-0.1, 0.8, 0.3], [0.2, 0.1, 0.0], [-0.4, 0.0, -0.2], [0.4, 0.5, 0.3], [-0.1, 1.3, 0.0], [-0.1, -1.1, -1.6], [-0.3, -0.9, 0.9], [-0.2, 0.3, -0.1], [0.2, -0.3, 0.4], [-1.0, 0.0, 0.8], [-0.1, 0.0, 0.1], [0.1, -0.4, -0.3], [0.5, 0.0, 0.1], [0.7, -0.5, -0.6], [0.4, 0.3, -0.3], [-0.2, -0.1, 0.2], [0.1, 0.2, -0.3], [0.1, 0.0, -0.1], [-0.1, 0.1, -0.2], [0.1, -0.2, 0.4], [-0.1, 0.5, 0.4], [-0.2, -1.0, 0.5], [0.1, 2.4, -1.1], [-0.2, -0.2, 0.3], [0.4, -0.2, -0.9], [-0.1, 0.0, 0.3], [-0.3, -1.0, 1.2], [0.6, 0.7, -0.2], [-0.2, -1.1, 1.0], [-0.3, -0.2, 0.1], [0.1, 0.5, -0.1], [-0.5, -0.2, 0.1], [0.5, 0.6, -0.9], [-0.6, -0.5, -0.8], [-0.3, 0.6, 1.7], [0.4, -0.1, -0.2], [-0.6, 0.0, 0.1], [0.4, 0.3, -0.2], [0.8, -0.5, -0.9], [0.7, -1.6, 0.8], [-1.8, 2.9, -1.5], [0.4, 0.0, 0.1], [0.6, -1.4, 0.3], [0.1, -0.1, 0.4], [0.1, 0.2, -0.2], [0.5, -1.0, -1.2], [0.8, 1.3, 0.7], [-0.2, -0.5, -0.3], [-0.6, 0.8, 0.5], [-0.1, 0.2, 0.3], [-0.1, -0.9, -0.1], [1.5, 0.2, 1.8], [-0.2, -1.0, -0.5], [-0.3, 0.3, -0.7], [0.3, -0.1, 0.6], [-0.4, 0.7, -0.5], [-1.0, -0.2, -0.7], [0.5, -0.8, -0.5], [-1.0, 1.7, -0.8], [0.0, 0.4, -0.1], [-0.4, -0.5, 0.8], [-0.2, -0.2, 0.2], [1.2, -0.6, 0.3]]}